No. 1
Molecular formula: C4H8
Method: DFT, ωB97M-V with the def2-TZVPD basis set

Calculated values
Frontier orbital gap (eV): 9.2
HOMO level (eV): -8.06
SMILES: C/C=C/C

Structure (XYZ):
```
12
Properties=species:S:1:pos:R:3:forces:R:3:nbo_charge:R:1
C -0.972 0.444 1.666 0.7 -1.7 0.9 -0.662
C -0.443 -0.336 0.546 4.6 0.7 -5.5 -0.157
C 0.526 0.283 -0.497 -6.5 -4.5 5.7 -0.187
C 0.928 -0.348 -1.720 -2.1 -1.5 -1.9 -0.662
H -0.380 0.131 2.534 -0.3 0.1 0.4 0.217
H -0.756 1.454 1.532 -0.1 1.9 -0.2 0.214
H -2.008 0.204 1.872 -0.3 0.3 0.0 0.219
H -0.665 -1.456 0.525 0.3 1.6 -0.2 0.189
H 0.619 1.278 -0.373 0.5 3.3 0.5 0.172
H 1.687 0.205 -2.238 0.0 0.4 -0.6 0.219
H 1.379 -1.251 -1.409 0.5 -1.5 -0.3 0.222
H -0.048 -0.645 -2.398 2.6 0.9 1.3 0.217
```
Positions in Å, forces in eV/Å.



No. 2
Molecular formula: C3H10NO2
Method: DFT, ωB97M-V with the def2-TZVPD basis set

Calculated values
Frontier orbital gap (spin up / spin down) (eV): 10.6 / 8.0
HOMO level (spin up / spin down) (eV): -9.83 / -9.89
Spin multiplicity: 2

Structure (XYZ):
```
16
Properties=species:S:1:pos:R:3:forces:R:3:nbo_charge:R:1
C -1.032 -0.175 -0.467 -0.4 0.0 0.4 -0.218
C 0.432 -0.041 -0.842 1.4 0.2 -0.4 -0.409
C 1.518 -0.394 0.241 -1.0 0.3 0.9 -0.078
O 2.693 0.057 -0.194 0.8 0.2 -0.7 -0.277
N -1.922 0.370 -1.492 -0.1 -0.3 0.3 -0.819
H -1.161 0.223 0.549 -0.5 0.3 -0.5 0.174
H -1.383 -1.226 -0.395 0.8 0.4 0.1 0.203
H 0.583 -0.695 -1.692 0.4 -0.2 -0.2 0.208
H 0.792 0.955 -1.176 -1.0 -0.2 0.1 0.221
H 1.517 -1.468 0.408 -0.1 -0.3 0.3 0.174
H 1.277 0.187 1.190 0.3 -0.6 -1.8 0.121
H -1.737 -0.163 -2.333 -0.2 0.2 -0.1 0.354
H -1.839 1.354 -1.703 0.3 0.0 0.2 0.361
H -0.624 0.642 2.535 -0.1 0.0 0.3 0.459
H 0.776 0.101 2.327 -1.1 0.1 1.8 0.439
O 0.108 0.273 3.043 0.6 -0.1 -0.8 -0.913
```
Positions in Å, forces in eV/Å.



No. 3
Molecular formula: C32H43BrHfN2P2
Method: DFT, ωB97M-V with the def2-TZVPD basis set

Calculated values
Frontier orbital gap (eV): 4.1
HOMO level (eV): -18.30
Charge: +4

Structure (XYZ):
```
81
Properties=species:S:1:pos:R:3:forces:R:3:mulliken_charge:R:1
C -3.501 -4.410 -0.038 -0.1 0.0 0.3 -0.134
C -2.105 -4.289 0.141 -0.2 -0.1 -1.0 0.345
C -1.282 -5.140 -0.636 0.0 -0.5 0.2 -0.287
C -1.879 -6.186 -1.371 -0.5 0.6 0.4 -0.429
N -3.212 -6.368 -1.410 0.4 0.4 0.3 -0.456
C -4.008 -5.490 -0.780 0.5 0.0 -0.1 -0.481
C -1.566 -3.286 1.030 -0.7 -1.2 -0.8 0.149
C -1.170 -2.474 1.833 1.0 1.6 1.1 -0.596
C -0.488 -1.466 2.586 -1.9 0.9 -2.3 0.065
C -0.631 -0.038 2.213 0.2 0.2 1.9 -0.056
C 0.354 0.873 2.792 0.2 -1.1 1.3 -0.160
C 1.448 0.313 3.434 1.4 2.6 -1.2 -0.028
C 1.277 -0.863 4.143 0.1 -1.8 0.2 -0.503
C 0.284 -1.745 3.698 1.3 -0.5 1.6 -0.482
Hf 0.489 1.261 0.660 1.6 0.2 -2.1 0.665
P -0.803 0.037 -1.157 -0.9 -1.1 -2.2 0.938
H -0.195 -5.030 -0.659 -0.3 -0.1 0.2 0.493
H -4.195 -3.706 0.425 0.2 -0.3 0.1 0.485
H -1.268 -6.920 -1.921 -0.3 0.5 0.3 0.387
H -5.093 -5.674 -0.848 0.7 0.2 0.0 0.394
H 0.158 -2.719 4.203 0.2 0.5 -0.3 0.589
H -1.630 0.406 2.128 -0.1 -0.6 -0.5 0.620
H 1.949 -1.180 4.957 -0.2 0.2 -0.5 0.514
H 0.375 1.999 2.612 -0.2 -1.1 1.0 0.603
C -0.628 1.261 -2.539 0.0 0.6 0.2 -0.730
C -0.809 0.720 -3.960 0.0 -0.1 -0.7 -1.516
H 0.379 1.712 -2.476 -0.1 0.0 0.1 0.582
H -1.349 2.081 -2.367 0.3 -0.2 0.1 0.587
H -0.615 1.513 -4.701 0.0 -0.1 0.4 0.474
H -0.123 -0.103 -4.190 -0.1 0.2 0.1 0.334
H -1.830 0.376 -4.141 0.3 0.1 0.1 0.333
C -0.090 -1.547 -1.780 0.8 0.0 0.4 -0.098
C -0.948 -2.331 -2.778 -0.5 -0.2 -0.3 -1.499
H 0.064 -2.147 -0.868 0.1 0.0 -0.3 0.339
H 0.913 -1.344 -2.204 -0.5 0.0 0.2 0.194
H -0.345 -3.125 -3.239 0.0 0.2 0.2 0.482
H -1.790 -2.834 -2.279 0.2 0.3 -0.2 0.234
H -1.338 -1.714 -3.597 0.2 -0.3 0.4 0.337
C -2.587 -0.318 -0.938 -0.3 0.3 0.7 0.072
C -3.446 -0.197 -2.203 -0.3 0.0 -0.3 -1.489
H -2.947 0.390 -0.170 0.0 -0.2 -0.2 0.532
H -2.655 -1.325 -0.488 0.1 0.3 -0.2 -0.101
H -4.508 -0.331 -1.948 0.4 0.0 0.1 0.481
H -3.363 0.792 -2.677 0.0 -0.3 0.2 0.366
H -3.200 -0.966 -2.947 -0.1 0.3 0.3 0.279
Br 3.180 1.263 2.911 -2.2 -0.6 2.0 0.084
P 3.145 0.551 -0.303 0.0 0.0 -0.2 0.740
C 3.278 0.116 -2.068 -0.6 -0.1 -0.7 -0.554
C 4.487 0.657 -2.847 0.3 0.0 -0.1 -1.269
H 2.346 0.461 -2.553 0.4 -0.1 0.0 0.258
H 3.262 -0.983 -2.135 -0.1 0.3 0.1 0.470
H 4.347 0.394 -3.907 0.1 0.1 0.4 0.436
H 4.567 1.755 -2.781 0.1 -0.5 -0.1 0.285
H 5.436 0.189 -2.521 -0.5 0.3 -0.1 0.294
C 4.151 2.056 -0.049 -0.3 0.4 0.1 -0.936
C 5.570 1.855 0.498 0.3 0.3 0.0 -1.364
H 3.577 2.700 0.639 0.3 0.0 -0.3 0.643
H 4.166 2.565 -1.021 0.0 0.0 0.3 0.642
H 5.942 2.845 0.802 0.0 -0.4 -0.1 0.411
H 5.599 1.196 1.383 0.1 0.2 -0.4 0.337
H 6.259 1.469 -0.274 -0.4 0.1 0.4 0.288
C 3.954 -0.850 0.558 -0.3 -0.3 0.6 -0.477
C 5.139 -1.520 -0.149 0.2 0.0 -0.2 -1.290
H 3.151 -1.588 0.718 0.2 0.0 0.0 0.469
H 4.218 -0.486 1.563 0.1 -0.4 -0.6 0.321
H 5.472 -2.360 0.478 -0.1 0.2 -0.2 0.428
H 4.853 -1.939 -1.130 0.2 0.2 0.4 0.344
H 6.004 -0.844 -0.267 -0.5 -0.3 0.0 0.247
N -0.855 2.876 1.076 -2.4 0.1 1.7 -0.903
C -1.789 3.208 1.774 1.3 1.5 -1.8 0.886
C -2.779 3.989 2.428 0.2 -0.9 0.0 0.570
C -2.511 4.511 3.719 0.5 0.2 0.5 -0.264
C -3.319 5.505 4.253 0.4 -0.3 0.0 -0.720
C -4.434 5.945 3.524 0.0 -0.1 0.0 -0.290
C -4.801 5.338 2.311 0.5 -0.4 -0.1 -0.721
C -3.990 4.339 1.778 -0.5 0.3 -0.5 -0.290
H -1.644 4.134 4.268 -0.2 0.3 -0.1 0.378
H -3.065 5.939 5.230 -0.2 -0.2 -0.5 0.420
H -5.041 6.759 3.918 0.1 -0.2 -0.1 0.441
H -5.705 5.656 1.784 0.4 -0.2 0.2 0.432
H -4.263 3.838 0.850 0.1 0.3 0.1 0.425
```
Positions in Å, forces in eV/Å.



> Which formula does entry 1 have?

C4H8